# 1
Below is a single C4H11N3O molecule, with properties calculated with ωB97M-V with the def2-TZVPD basis set.

Computed properties:
LUMO in Eh: 0.0167
Structure (SMILES): [H]/N=N\[C@@](C)(N)OCC
HOMO-LUMO gap in eV: 9.7
Total charge: 0
E_HOMO in eV: -9.255
Relative energy (zero: lowest compared OMol25 entry of this formula, charge and spin) in kcal per mole: 71.8
Total energy in Ha: -398.43972

Positions of all 19 atoms, in Å:
C1 -0.21460 0.74623 -1.50193
C2 -1.12392 1.81930 -0.94011
N1 0.81579 0.49428 1.06806
N2 1.97615 0.70420 0.67302
H1 2.32989 0.03702 -0.02994
H2 -0.52782 0.52434 -2.52646
H3 0.82201 1.08189 -1.58284
H4 -2.09797 1.41289 -0.65802
H5 -1.27199 2.60948 -1.68403
H6 -0.68620 2.29322 -0.05748
C3 0.86383 -1.95955 0.67926
C4 0.04265 -0.66393 0.51895
N3 -1.16319 -0.82197 1.31168
O1 -0.33587 -0.56756 -0.83896
H7 -0.89555 -0.77486 2.29076
H8 -1.74679 -0.01168 1.13450
H9 1.30605 -2.26152 -0.27709
H10 1.66649 -1.85963 1.41824
H11 0.24106 -2.80215 1.00239

Atom charges from the natural (NBO) analysis, given in e for atoms 1 to 4: -0.07, -0.65, -0.15, -0.28



# 2
Below is 2 unconnected molecules or ions with the total composition C4H11N3O, with properties calculated with ωB97M-V with the def2-TZVPD basis set.

Computed properties:
LUMO in Eh: 0.0273
Structure (SMILES): [H]/N=C/CN.CC(N)=O
HOMO-LUMO gap in eV: 10.2
Total charge: 0
E_HOMO in eV: -9.409
Relative energy (zero: lowest compared OMol25 entry of this formula, charge and spin) in kcal per mole: 39.3
Total energy in Ha: -398.49152

Positions of all 19 atoms, in Å:
C1 -1.76146 0.51038 -0.38112
N1 -1.12539 0.89036 0.87388
C2 -1.14265 -0.84921 -0.96029
N2 -1.78977 -1.90290 -0.72113
H1 -1.50225 1.75357 1.24798
H2 -1.16539 0.11424 1.52958
H3 -1.81688 -2.64239 -1.41724
H4 -1.63018 1.33006 -1.09513
H5 -2.83955 0.36499 -0.22831
H6 -0.42599 -0.70502 -1.77498
C3 1.80074 -0.58692 1.17577
C4 1.88246 -0.00388 -0.21197
N3 1.45019 1.25801 -0.38778
O1 2.34481 -0.62494 -1.17452
H7 0.78334 1.64333 0.27635
H8 1.59260 1.70020 -1.28084
H9 1.79837 0.17985 1.94623
H10 0.89482 -1.18403 1.24944
H11 2.65219 -1.24568 1.33405

Atom charges from the natural (NBO) analysis, given in e for atoms 1 to 4: -0.26, -0.87, 0.14, -0.64



# 3
Below is 2 unconnected molecules or ions with the total composition C4H11N3O, with properties calculated with ωB97M-V with the def2-TZVPD basis set.

Computed properties:
LUMO in Eh: 0.0326
HOMO-LUMO gap in eV: 8.0
Total charge: 0
E_HOMO in eV: -7.122
Relative energy (zero: lowest compared OMol25 entry of this formula, charge and spin) in kcal per mole: 101.3
Total energy in Ha: -398.39274

Positions of all 19 atoms, in Å:
C1 -0.65848 0.60397 -1.62466
C2 -0.59178 0.66648 -0.11988
N1 -2.16244 -1.06869 -0.01610
N2 -0.19750 1.87686 0.41610
N3 -1.52459 0.01310 0.64149
H1 -2.84927 -1.45086 0.62474
H2 -1.41660 -1.77535 -0.17492
H3 0.01287 1.84750 1.40653
H4 -0.23017 2.67282 -0.20136
H5 -1.67128 0.39659 -1.96259
H6 -0.03363 -0.19799 -2.01568
H7 -0.33389 1.53384 -2.08996
C3 2.45922 -0.79236 0.34850
C4 0.98416 -0.73193 0.66562
O1 0.64403 -0.84053 1.84614
H8 -1.12357 -0.31074 1.54441
H9 3.00763 0.14251 0.19984
H10 3.11311 -1.24210 1.10470
H11 2.57217 -1.34310 -0.59293

Atom charges from the natural (NBO) analysis, given in e for atoms 1 to 4: -0.68, 0.43, -0.67, -0.85



# 4
Below is a single C4H11N3O molecule, with properties calculated with ωB97M-V with the def2-TZVPD basis set.

Computed properties:
LUMO in Eh: 0.0282
Structure (SMILES): NCCNCC(N)=O
HOMO-LUMO gap in eV: 9.4
Total charge: 0
E_HOMO in eV: -8.681
Relative energy (zero: lowest compared OMol25 entry of this formula, charge and spin) in kcal per mole: 74.1
Total energy in Ha: -398.43616

Positions of all 19 atoms, in Å:
N1 1.63083 1.27993 2.18988
C1 0.82181 0.22973 1.58456
C2 -0.59207 0.85375 1.16636
N2 -1.04404 0.53427 -0.20090
C3 -1.26779 -0.91975 -0.56453
C4 -0.67713 -1.38565 -2.03483
N3 0.34535 -0.51105 -2.62318
O1 -0.97897 -2.41444 -2.69288
H1 1.96970 1.07095 3.09296
H2 2.50144 1.64387 1.68019
H3 1.15900 -0.40688 0.73189
H4 0.53788 -0.53979 2.32680
H5 -0.18532 1.91183 1.00696
H6 -1.53227 0.77791 1.82950
H7 -0.51495 0.97930 -1.02058
H8 -2.38365 -1.04649 -0.69523
H9 -1.01883 -1.84631 0.14940
H10 0.75264 -0.66977 -3.48485
H11 0.47638 0.45857 -2.44153

Atom charges from the natural (NBO) analysis, given in e for atoms 1 to 4: -0.86, -0.26, -0.24, -0.65



# 5
Below is 2 unconnected molecules or ions with the total composition C4H11N3O, with properties calculated with ωB97M-V with the def2-TZVPD basis set.

Computed properties:
LUMO in Eh: 0.0271
Structure (SMILES): N=C(N)N.C=CCO
HOMO-LUMO gap in eV: 9.5
Total charge: 0
E_HOMO in eV: -8.787
Relative energy (zero: lowest compared OMol25 entry of this formula, charge and spin) in kcal per mole: 41.0
Total energy in Ha: -398.48881

Positions of all 19 atoms, in Å:
C1 1.10167 1.30203 -1.58309
O1 1.48675 0.52003 -0.44676
C2 0.08322 0.55801 -2.39745
C3 -1.22530 0.72049 -2.24471
H1 1.98568 1.51721 -2.18839
H2 0.64010 2.22989 -1.22888
H3 1.89941 1.10459 0.19447
H4 0.45556 -0.17173 -3.10905
H5 -1.93701 0.15391 -2.82427
H6 -1.58910 1.48395 -1.56917
N1 -0.25768 -1.45355 0.85010
C4 -0.54607 -0.85013 2.04912
N2 -0.14559 -1.59369 3.17587
N3 -1.07841 0.29905 2.19313
H7 0.02186 -0.89388 0.06888
H8 -0.09004 -2.44148 0.80729
H9 0.69889 -2.12353 2.99631
H10 -0.01409 -0.95353 3.94168
H11 -1.48988 0.59239 1.31489

Atom charges from the natural (NBO) analysis, given in e for atoms 1 to 4: -0.11, -0.74, -0.21, -0.36



# 6
Below is 2 unconnected molecules or ions with the total composition C4H11N3O2, with properties calculated with ωB97M-V with the def2-TZVPD basis set.

Computed properties:
LUMO in Eh: 0.0289
Structure (SMILES): [H]/N=C(/N)NC.CC(=O)O
HOMO-LUMO gap in eV: 10.1
Total charge: 0
E_HOMO in eV: -9.265
Relative energy (zero: lowest compared OMol25 entry of this formula, charge and spin) in kcal per mole: 27.7
Total energy in Ha: -473.75855

Positions of all 20 atoms, in Å:
C1 -1.30833 -2.40788 -2.87863
C2 -0.82846 -1.40061 -1.84050
O1 0.03674 -2.08140 -1.04908
O2 -1.11356 -0.24416 -1.71203
H1 -1.36990 -2.05556 -3.90095
H2 -2.26312 -2.72363 -2.43330
H3 -0.62460 -3.25771 -2.92025
C3 0.71080 3.02062 2.13921
C4 0.61695 0.65081 1.44457
N1 0.14399 -0.46323 1.07208
N2 0.20145 1.64407 2.28140
N3 1.69358 1.13114 0.54596
H4 -0.73922 -0.85437 1.37711
H5 0.39922 -1.60883 -0.24782
H6 -0.40396 1.50046 3.06464
H7 2.59118 0.86958 0.94752
H8 1.56278 0.49758 -0.24010
H9 1.77807 3.11094 1.94315
H10 0.51174 3.62203 3.00196
H11 0.17103 3.43404 1.28774

Atom charges from the natural (NBO) analysis, given in e for atoms 1 to 4: -0.72, 0.80, -0.75, -0.60



# 7
Below is 2 unconnected molecules or ions with the total composition C4H11N3O2, with properties calculated with ωB97M-V with the def2-TZVPD basis set.

Computed properties:
LUMO in Eh: 0.0244
Structure (SMILES): [H]/N=C(/N)NC.CC(=O)O
HOMO-LUMO gap in eV: 9.3
Total charge: 0
E_HOMO in eV: -8.647
Relative energy (zero: lowest compared OMol25 entry of this formula, charge and spin) in kcal per mole: 42.2
Total energy in Ha: -473.73556

Positions of all 20 atoms, in Å:
C1 -1.64394 -1.71470 -3.31111
C2 -1.01017 -0.49964 -2.68351
O1 -0.03342 -1.01027 -1.84688
O2 -1.13009 0.66248 -2.89357
H1 -1.01649 -2.03814 -4.15545
H2 -2.63406 -1.66556 -3.76001
H3 -1.55286 -2.60447 -2.69536
C3 0.00996 2.27798 1.87685
C4 0.92706 -0.11617 1.93008
N1 1.13960 -1.21795 2.52604
N2 -0.05192 0.83762 2.10083
N3 2.10407 0.29148 1.26648
H4 0.65199 -1.82884 3.15405
H5 0.31788 -0.52438 -1.08883
H6 -0.78103 0.55100 2.73079
H7 2.82238 -0.37436 1.04244
H8 1.99305 0.94260 0.49500
H9 0.81014 2.82876 2.38796
H10 -0.94397 2.76522 2.13746
H11 0.02182 2.43734 0.78673

Atom charges from the natural (NBO) analysis, given in e for atoms 1 to 4: -0.74, 0.81, -0.74, -0.56



# 8
Below is a single C4H11N3O2 molecule, with properties calculated with ωB97M-V with the def2-TZVPD basis set.

Computed properties:
LUMO in Eh: 0.0013
Structure (SMILES): CCN(CC)N(O)N=O
HOMO-LUMO gap in eV: 9.0
Total charge: 0
E_HOMO in eV: -8.921
Relative energy (zero: lowest compared OMol25 entry of this formula, charge and spin) in kcal per mole: 188.6
Total energy in Ha: -473.50222

Positions of all 20 atoms, in Å:
C1 -0.47672 2.40708 0.48596
C2 -0.70908 1.32130 -0.61597
C3 -0.91042 -1.13396 -0.41744
C4 -2.41595 -1.20327 -0.18444
H1 -0.93028 3.35188 0.25760
H2 -0.78173 2.16806 1.59092
H3 0.61233 2.58656 0.42220
H4 0.04247 1.54280 -1.52670
H5 -1.76757 1.35056 -0.84620
H6 -0.32892 -2.05147 -0.03952
H7 -0.61160 -0.95298 -1.48219
H8 -2.84058 -1.04723 0.82730
H9 -2.91914 -0.37509 -0.76765
H10 -2.84447 -2.10394 -0.49308
H11 0.09561 -1.31295 1.76078
N1 -0.46716 0.09464 0.13204
N2 0.93425 -0.07517 0.51659
N3 1.66509 -0.70698 -0.38791
O1 1.06341 -0.75404 1.74054
O2 1.98929 -0.08228 -1.38268

Atom charges from the natural (NBO) analysis, given in e for atoms 1 to 4: -0.62, -0.24, -0.27, -0.62



# 9
Below is a molecular structure, C4H11N3O2, with properties calculated with ωB97M-V with the def2-TZVPD basis set.

Computed properties:
LUMO (alpha / beta) in Eh: -0.0056 / -0.0365
HOMO-LUMO gap (alpha / beta) in eV: 8.3 / 7.7
Total charge: 0
E_HOMO (alpha / beta) in eV: -8.475 / -8.655
Relative energy (zero: lowest compared OMol25 entry of this formula, charge and spin) in kcal per mole: 128.6
Total energy in Ha: -473.59778

Positions of all 20 atoms, in Å:
C1 2.09983 -0.05319 -0.31203
C2 0.56460 1.59291 0.81647
C3 0.75356 0.65521 -0.38666
O1 0.49060 1.19866 -1.54507
H1 -0.42643 2.04626 0.80895
H2 2.21835 -0.71519 -1.17023
H3 2.90567 0.68319 -0.35388
H4 2.17528 -0.63396 0.60999
H5 0.72948 1.05871 1.75370
H6 1.30967 2.38606 0.74085
C4 -0.69320 -0.71102 -0.16584
N1 -0.85934 -1.06976 1.18315
N2 -0.31217 -1.83659 -0.93721
O2 -2.50147 0.64486 0.06676
N3 -1.71148 -0.00393 -0.82272
H7 -3.01593 1.25622 -0.48951
H8 -1.23599 -1.99697 1.32476
H9 -1.40601 -0.38820 1.69452
H10 -0.07813 -1.53956 -1.87951
H11 -1.00688 -2.57371 -0.93647

Atom charges from the natural (NBO) analysis, given in e for atoms 1 to 4: -0.68, -0.69, 0.40, -0.55



# 10
Below is 2 unconnected molecules or ions with the total composition C4H11N3O2, with properties calculated with ωB97M-V with the def2-TZVPD basis set.

Computed properties:
LUMO (alpha / beta) in Eh: -0.0509 / -0.0509
Structure (SMILES): C=C[C@](N)(O)CN.N=O
HOMO-LUMO gap (alpha / beta) in eV: 7.6 / 7.6
Total charge: 0
E_HOMO (alpha / beta) in eV: -8.986 / -8.986
Relative energy (zero: lowest compared OMol25 entry of this formula, charge and spin) in kcal per mole: 124.2
Total energy in Ha: -473.60486

Positions of all 20 atoms, in Å:
C1 -1.77206 0.03285 -0.41957
C2 -0.22651 0.29769 -0.45547
N1 0.37214 -0.70500 -1.30858
N2 -2.12529 -1.31730 -0.08488
O1 -0.06408 1.60849 -0.91230
H1 1.38369 -0.67356 -1.23314
H2 0.11254 -0.53117 -2.27335
H3 -1.84568 -1.54071 0.86685
H4 -1.64731 -1.95781 -0.71126
H5 -2.22706 0.72447 0.29074
H6 -2.15040 0.26224 -1.41776
N3 2.36711 1.76328 -0.09524
C3 0.27099 0.13010 0.97801
C4 0.50140 -1.07164 1.52243
O2 2.30145 0.68093 0.51063
H7 2.43041 2.57323 0.56735
H8 0.92973 1.85381 -0.91393
H9 0.11506 1.00340 1.59865
H10 0.63004 -1.19194 2.58522
H11 0.64384 -1.94134 0.90560

Atom charges from the natural (NBO) analysis, given in e for atoms 1 to 4: -0.22, 0.32, -0.87, -0.82